Formula: C54H55AsN4O3STl
Source: the Open Molecules 2025 dataset
Level of theory: the ωB97M-V functional and the def2-TZVPD basis

Total charge: +1
DFT total energy (a.u.): -5341.74211
Frontier orbital gap (eV): 7.1718

Last column: Löwdin charge in e.
CARTESIAN COORDINATES (ANGSTROEM)
Tl: 0.24 -0.05 1.06  1.0681
As: 0.77 0.33 -2.83  1.2360
S: -0.44 0.48 4.10  0.6034
O: -0.10 -0.09 5.37  -0.2631
O: -1.43 -0.18 3.29  -0.3315
O: 0.89 0.20 -1.18  -0.5360
N: -1.26 -1.75 0.66  0.0343
N: 2.57 0.06 1.15  0.0515
N: 0.84 0.66 3.11  -0.1741
N: -1.51 1.07 0.49  0.0308
C: -2.12 4.57 4.99  -0.0715
C: -2.98 -3.41 -1.15  -0.3913
C: 1.94 2.00 -4.82  -0.0975
C: -1.13 4.04 -1.26  -0.0252
C: 5.31 -0.04 1.52  0.0182
C: -2.77 -3.95 -2.56  -0.0591
C: -3.76 0.97 0.32  -0.0080
C: 2.85 -1.45 -3.51  -0.0938
C: -2.88 3.65 4.29  -0.0759
C: -0.82 4.26 5.38  -0.0622
C: -1.08 3.57 0.20  -0.5212
C: -1.62 4.67 1.11  -0.0266
C: -2.60 0.22 0.50  -0.3257
C: 2.36 2.69 -2.53  -0.0841
C: -0.28 3.02 5.09  -0.0492
C: 4.10 0.45 4.98  -0.0492
C: -4.42 -3.71 -0.68  -0.0456
C: 3.04 3.80 -3.00  -0.0591
C: 4.47 0.15 2.64  -0.1487
C: -1.95 -3.96 -0.18  -0.1183
C: -0.87 -5.96 0.67  -0.0512
C: 3.17 4.02 -4.37  -0.0608
C: 3.43 -2.59 -4.05  -0.0623
C: 4.97 0.26 3.95  -0.0348
C: -1.12 -3.17 0.66  -0.1152
C: 0.74 -3.05 2.46  -0.3826
C: -3.71 0.78 -4.09  -0.0524
C: -1.95 2.33 0.31  -0.2205
C: -1.06 2.10 4.39  -0.2760
C: 3.38 -0.12 0.13  -0.1023
C: -0.04 -5.18 1.46  -0.0298
C: -2.80 1.74 -4.53  -0.0579
C: -0.15 -3.79 1.48  -0.1262
C: 1.48 -1.23 -3.67  -0.2914
C: 2.18 0.49 3.49  -0.2473
C: -3.29 -0.27 -3.29  -0.0577
C: 0.70 -2.13 -4.38  -0.0834
C: 1.81 1.80 -3.45  -0.3098
C: -1.95 -0.38 -2.93  -0.1056
C: 0.19 -3.18 3.88  -0.0325
C: -1.81 -5.34 -0.13  -0.0366
C: 2.71 0.57 4.76  -0.0056
C: 4.77 -0.15 0.27  -0.0222
C: 3.08 0.23 2.41  -0.1551
C: -2.42 -1.17 0.64  -0.0893
C: -2.35 2.40 3.97  -0.0506
C: -1.04 0.58 -3.38  -0.2924
C: -3.36 2.29 0.18  -0.0198
C: 1.28 -3.27 -4.91  -0.0633
C: -1.46 1.64 -4.18  -0.0866
C: 2.63 3.11 -5.28  -0.0630
C: 2.64 -3.50 -4.74  -0.0607
C: 0.38 3.30 0.58  -0.0512
C: 2.21 -3.46 2.39  -0.0474
H: 2.05 0.73 5.60  0.1004
H: 2.25 2.51 -1.47  0.0826
H: 0.69 -5.66 2.09  0.1162
H: 0.18 -4.24 4.16  0.0914
H: -3.99 3.15 0.01  0.1103
H: -4.77 0.57 0.27  0.1184
H: 4.47 0.53 6.00  0.1165
H: -0.79 -7.04 0.69  0.1112
H: -0.36 -1.94 -4.52  0.0983
H: 6.38 -0.09 1.67  0.1290
H: 2.90 -0.25 -0.83  0.0720
H: -2.92 1.66 3.42  0.1135
H: -1.61 -1.18 -2.29  0.0912
H: 4.49 -2.77 -3.93  0.1114
H: 0.46 2.97 1.62  0.0731
H: -3.42 -3.43 -3.28  0.0778
H: -3.32 -1.78 0.72  0.1345
H: 0.72 -1.99 2.18  0.0443
H: -2.54 5.54 5.23  0.1108
H: -2.45 -5.95 -0.75  0.1141
H: -5.15 -3.31 -1.39  0.0844
H: -2.68 4.87 0.91  0.0867
H: 0.95 4.22 0.49  0.1002
H: -0.80 3.25 -1.93  0.0642
H: 2.74 3.28 -6.34  0.1126
H: -4.00 -1.01 -2.93  0.1053
H: -0.23 4.99 5.92  0.1107
H: -2.14 4.33 -1.55  0.0919
H: 0.73 2.76 5.40  0.1115
H: 2.37 -4.44 2.83  0.0812
H: 2.57 -3.48 1.35  0.0897
H: 3.69 4.89 -4.73  0.1120
H: -1.52 4.40 2.16  0.0666
H: 0.83 2.56 -0.08  0.0354
H: -4.75 0.86 -4.38  0.1131
H: -4.62 -3.29 0.30  0.0766
H: 0.81 -2.64 4.59  0.0833
H: -4.58 -4.79 -0.61  0.0865
H: -0.82 -2.80 3.95  0.0841
H: -1.73 -3.83 -2.88  0.0761
H: 6.04 0.19 4.13  0.1191
H: -2.88 -2.33 -1.21  0.0703
H: -3.89 3.89 3.98  0.1150
H: 2.82 -2.75 2.95  0.0798
H: -0.47 4.91 -1.40  0.0926
H: -1.07 5.60 0.94  0.0947
H: 0.67 -3.98 -5.46  0.1131
H: 1.53 1.28 -5.52  0.1149
H: -0.76 2.39 -4.50  0.1006
H: -3.13 2.57 -5.14  0.1135
H: 3.47 -0.73 -2.99  0.0992
H: 5.40 -0.28 -0.60  0.1120
H: 3.09 -4.40 -5.16  0.1124
H: 3.48 4.50 -2.30  0.1119
H: -3.01 -5.02 -2.62  0.0793

***

Formula: C18H22BCl2CoF4N5
Source: the Open Molecules 2025 dataset
Level of theory: the ωB97M-V functional and the def2-TZVPD basis

⟨S²⟩: 3.758
DFT total energy (a.u.): -3700.57664
2S+1: 4
Frontier orbital gap (spin up / spin down) (eV): 8.4048 / 8.5201

Last column: Mulliken spin population.
CARTESIAN COORDINATES (ANGSTROEM)
Co: -0.70 -0.69 -0.70  2.8519
Cl: -1.85 -2.69 -2.43  0.0090
Cl: -1.76 -2.78 0.49  0.0165
F: 2.19 0.37 -2.98  -0.0028
F: 1.46 -1.41 -4.28  0.0010
F: 2.98 -1.75 -2.56  0.0004
F: 0.79 -1.23 -2.08  -0.0060
N: -2.07 0.49 0.68  0.0374
N: 0.97 -0.72 0.70  -0.0509
N: 3.04 0.54 1.07  0.0034
N: 3.03 -1.89 1.31  0.0038
N: 1.90 -0.51 2.96  0.0002
C: -2.37 2.91 -3.45  0.0046
C: -1.37 0.75 -1.93  0.2524
C: 1.81 -1.96 0.53  0.0117
C: -3.09 2.54 2.23  -0.0015
C: -2.82 2.74 0.90  -0.0007
C: 0.69 -0.57 2.15  0.0126
C: -2.09 1.79 -1.34  -0.1214
C: 2.69 -1.72 2.72  -0.0015
C: -1.66 1.89 -4.06  -0.0017
C: -2.88 1.28 2.79  0.0055
C: -1.16 0.83 -3.31  -0.0993
C: -2.38 -3.55 -1.02  -0.0028
C: 1.81 0.47 0.29  0.0303
C: 3.79 -0.71 0.86  0.0004
C: -2.36 0.31 1.97  -0.0002
C: -2.33 1.69 0.12  0.0391
C: -2.59 2.87 -2.08  0.0038
C: 2.69 0.64 2.49  0.0012
B: 1.91 -0.99 -3.05  0.0062
H: 3.60 -1.67 3.31  0.0000
H: -3.47 3.35 2.84  -0.0002
H: 2.05 -2.06 -0.52  0.0010
H: 1.21 1.37 0.46  -0.0091
H: -0.57 0.07 -3.81  0.0020
H: -3.15 3.66 -1.61  0.0003
H: 3.61 0.70 3.08  0.0001
H: -2.17 -0.69 2.37  -0.0008
H: 0.12 0.34 2.29  0.0047
H: -2.00 -4.56 -1.04  0.0011
H: 2.11 -2.59 3.05  -0.0004
H: 2.12 1.56 2.65  -0.0005
H: -3.46 -3.53 -0.96  0.0001
H: -3.10 1.07 3.83  -0.0007
H: 1.21 -2.81 0.86  0.0003
H: 0.09 -1.42 2.47  0.0001
H: -2.77 3.73 -4.04  0.0003
H: -1.49 1.92 -5.13  0.0000
H: -2.98 3.71 0.45  -0.0003
H: 4.02 -0.81 -0.19  -0.0005
H: 2.04 0.39 -0.76  -0.0001
H: 4.72 -0.65 1.43  0.0001

***

Formula: C4H7IN
Source: the Open Molecules 2025 dataset
Level of theory: the ωB97M-V functional and the def2-TZVPD basis

Total charge: +1
DFT total energy (a.u.): -508.62633
Frontier orbital gap (spin up / spin down) (eV): 6.7764 / 6.7340

Last column: Löwdin charge in e.
CARTESIAN COORDINATES (ANGSTROEM)
I: -2.37 -0.18 0.05  1.3065
N: 1.01 0.21 -0.27  0.0787
C: 0.64 -1.06 -0.10  -0.4258
C: -1.82 1.72 -0.27  -0.3895
C: -0.16 -2.01 -0.59  -0.0487
C: 1.44 -0.44 0.96  -0.0290
H: 2.48 -0.72 1.07  0.1206
H: -0.29 -2.93 -0.04  0.0756
H: 1.52 0.69 -0.99  0.1478
H: -1.99 2.14 -1.25  -0.0032
H: -1.47 2.30 0.55  -0.0036
H: 0.97 -0.06 1.87  0.1082
H: -0.47 -2.00 -1.62  0.0625

***

Formula: CH3N3O2S
Source: the Open Molecules 2025 dataset
Level of theory: the ωB97M-V functional and the def2-TZVPD basis

DFT total energy (a.u.): -752.72165
Frontier orbital gap (spin up / spin down) (eV): 6.7889 / 6.7742

Last column: Löwdin charge in e.
CARTESIAN COORDINATES (ANGSTROEM)
S: -1.83 -1.24 -0.06  0.7637
O: 0.99 -1.58 0.45  0.0172
O: -2.38 1.56 0.37  0.0554
N: 1.58 0.53 -0.33  0.1583
N: -0.58 -0.12 -0.16  -0.4426
N: -1.31 1.68 0.07  0.1296
C: 0.75 -0.48 0.03  -0.7321
H: 2.60 0.50 -0.16  0.1302
H: 1.28 1.41 -0.59  0.0541
H: -1.09 -2.25 0.38  -0.1339

***

Formula: C4H9NO2
Source: the Open Molecules 2025 dataset
Level of theory: the ωB97M-V functional and the def2-TZVPD basis

DFT total energy (a.u.): -362.99330
Frontier orbital gap (eV): 10.2017

Last column: Löwdin charge in e.
CARTESIAN COORDINATES (ANGSTROEM)
O: 1.02 -1.14 -1.10  0.0539
O: 1.20 -0.35 1.14  -0.0419
N: 2.28 0.66 -0.59  0.1380
C: -0.52 0.47 0.09  -0.1784
C: 1.12 -0.06 -0.24  -0.5571
C: -0.20 -0.27 1.38  -0.1852
C: -1.95 0.09 -0.45  -0.0797
H: -2.71 0.42 0.29  0.0843
H: 2.80 0.30 -1.39  0.0903
H: 0.08 -1.15 -1.29  0.0802
H: -2.13 -0.99 -0.54  0.0712
H: 2.88 0.94 0.18  0.0919
H: -2.26 0.56 -1.39  0.0681
H: -0.53 1.56 0.22  0.1219
H: -0.65 -1.28 1.38  0.1222
H: -0.41 0.23 2.32  0.1203

***

Formula: C3H7N3
Source: the Open Molecules 2025 dataset
Level of theory: the ωB97M-V functional and the def2-TZVPD basis

DFT total energy (a.u.): -282.76128
Frontier orbital gap (eV): 9.4889

Last column: Löwdin charge in e.
CARTESIAN COORDINATES (ANGSTROEM)
N: -2.38 -0.39 0.35  0.0911
N: -0.12 -0.94 -0.23  0.0344
N: -0.88 1.29 -0.21  0.0991
C: -1.17 -0.06 0.02  -0.5461
C: 1.28 -0.66 -0.13  -0.2054
C: 1.85 0.42 0.40  -0.0216
H: 2.93 0.51 0.47  0.0478
H: 1.90 -1.45 -0.57  0.1110
H: -0.35 -1.93 -0.25  0.1359
H: 1.27 1.24 0.84  0.0551
H: -0.14 1.54 -0.85  0.0792
H: -2.47 -1.38 0.54  0.0260
H: -1.73 1.82 -0.38  0.0935

***

Formula: C3H6N4O
Source: the Open Molecules 2025 dataset
Level of theory: the ωB97M-V functional and the def2-TZVPD basis

DFT total energy (a.u.): -411.89585
Frontier orbital gap (eV): 8.1133

Last column: Löwdin charge in e.
CARTESIAN COORDINATES (ANGSTROEM)
O: -3.17 -0.37 0.08  -0.1360
N: 1.43 1.07 -0.48  0.0332
N: 1.66 -0.34 -0.29  -0.1574
N: -2.08 0.62 0.45  -0.0336
N: -0.56 -1.18 -0.58  0.0746
C: 0.10 1.22 -0.48  -0.1429
C: 2.63 -0.55 0.65  0.0155
C: -0.82 0.13 -0.24  -0.3848
H: 2.50 -1.67 0.44  0.0869
H: -2.77 -1.08 -0.55  0.1028
H: 0.13 -1.24 -1.47  0.1156
H: 3.08 0.10 1.46  0.0890
H: -0.31 2.33 -0.53  0.1415
H: -1.82 0.95 1.53  0.1957

***

Formula: C37H49BrN2P2STi
Source: the Open Molecules 2025 dataset
Level of theory: the ωB97M-V functional and the def2-TZVPD basis

Total charge: +2
⟨S²⟩: 2.008
DFT total energy (a.u.): -6052.54352
2S+1: 3
Frontier orbital gap (spin up / spin down) (eV): 7.1374 / 3.6449

Last column: Mulliken spin population.
CARTESIAN COORDINATES (ANGSTROEM)
Br: -1.92 -1.65 1.25  0.0199
Ti: 0.00 -0.23 1.19  1.0329
S: -0.44 0.99 4.17  0.0023
P: 1.82 -1.49 0.37  -0.0778
P: -2.81 -3.85 -2.79  0.6629
N: -1.31 7.37 -7.17  0.0018
N: 0.50 0.84 2.80  0.0090
C: 0.78 4.98 6.18  -0.0001
C: 1.74 4.23 5.50  0.0005
C: 3.05 -4.08 0.31  0.0018
C: 4.65 -1.11 0.60  -0.0002
C: -0.64 0.62 -0.43  -0.0891
C: -0.54 -5.45 -2.94  0.0132
C: 2.25 -1.16 6.37  0.0000
C: 3.28 -0.42 0.65  0.0125
C: 1.60 -1.72 -1.43  0.0222
C: 0.33 -0.15 5.34  0.0018
C: -3.31 -3.67 -1.04  0.0633
C: -1.08 5.47 -5.12  0.0018
C: -1.49 6.07 -7.43  -0.0011
C: -1.38 5.08 -6.44  0.0033
C: -1.75 0.62 -1.25  0.0765
C: 0.04 -1.55 7.29  0.0001
C: -1.02 7.75 -5.92  -0.0012
C: 0.35 1.63 -0.36  -0.0361
C: -0.83 2.63 -2.22  0.0265
C: -0.98 -3.99 -2.72  0.0569
C: 0.25 2.67 -1.31  -0.0186
C: 1.70 -0.36 5.37  -0.0002
C: -0.51 -0.75 6.29  0.0019
C: -0.91 3.35 5.54  0.0005
C: 2.60 -1.02 -2.35  -0.0002
C: -0.97 4.49 -4.07  0.0134
C: 1.39 3.04 4.86  -0.0027
C: -0.55 4.54 6.20  0.0002
C: 1.43 -1.75 7.33  0.0001
C: 0.08 2.59 4.88  0.0010
C: -3.09 -2.17 -3.51  0.0650
C: -3.34 -2.26 -5.02  0.0113
C: -1.84 1.64 -2.19  -0.0075
C: 2.15 -3.13 1.10  0.0106
C: -0.90 6.84 -4.86  0.0026
C: -0.89 3.64 -3.20  -0.0095
C: -4.73 -4.20 -0.81  0.0141
H: 4.86 -1.59 -0.36  0.0000
H: -2.50 -0.15 -1.14  -0.0013
H: 2.58 0.06 -2.21  -0.0006
H: -5.49 -3.50 -1.17  -0.0011
H: -1.31 5.11 6.74  0.0000
H: 1.06 5.90 6.70  0.0000
H: -2.42 -2.42 -5.58  -0.0004
H: -0.68 -6.05 -2.04  -0.0019
H: -1.55 4.05 -6.72  0.0001
H: 1.60 -2.81 -1.59  -0.0027
H: -4.03 -3.08 -5.26  -0.0026
H: 3.34 -1.29 6.41  0.0000
H: -4.92 -4.38 0.26  0.0008
H: -1.94 3.00 5.55  0.0001
H: -3.22 -2.61 -0.78  0.0459
H: -2.60 -4.23 -0.41  -0.0026
H: -1.58 -0.53 6.26  0.0003
H: 5.44 -0.37 0.77  -0.0001
H: -3.79 -1.34 -5.40  0.0006
H: -3.97 -1.76 -3.00  -0.0067
H: 1.17 1.66 0.36  -0.0069
H: -2.67 1.71 -2.90  -0.0007
H: -4.88 -5.15 -1.33  -0.0019
H: 2.35 0.14 4.65  0.0000
H: -0.58 -3.35 -3.52  -0.0034
H: 0.59 -1.38 -1.70  -0.0007
H: 2.33 -1.21 -3.40  0.0004
H: 1.24 1.56 2.77  0.0042
H: 2.57 -2.93 2.10  0.0085
H: 2.59 -4.42 -0.62  0.0000
H: 2.18 2.46 4.36  0.0000
H: 2.78 4.57 5.48  0.0000
H: -0.61 -2.00 8.04  0.0000
H: 3.63 -1.38 -2.22  0.0002
H: -1.72 5.82 -8.46  0.0000
H: 4.02 -3.63 0.07  -0.0003
H: 3.24 0.40 -0.09  0.0019
H: 1.86 -2.36 8.12  0.0000
H: -2.21 -1.55 -3.27  0.0378
H: -0.65 -3.60 -1.75  0.0351
H: -0.89 8.82 -5.75  0.0000
H: 3.16 0.05 1.64  -0.0003
H: 0.52 -5.50 -3.21  0.0017
H: 1.16 -3.59 1.26  0.0124
H: 0.98 3.49 -1.35  -0.0003
H: 3.27 -4.98 0.90  0.0002
H: -1.10 -5.92 -3.75  -0.0020
H: 4.74 -1.86 1.40  0.0002
H: -0.67 7.21 -3.87  0.0003